{"formula": "C30H30AsN4O6Tl", "method": "ωB97M-V/def2-TZVPD", "e_homo_ev": -0.919, "lumo_ev": 4.2, "de_lowest_kcal_mol": 67.2, "total_charge": -2, "species": ["C", "As", "H", "H", "H", "H", "C", "C", "H", "H", "C", "H", "C", "O", "C", "C", "C", "H", "H", "N", "O", "C", "N", "H", "C", "C", "C", "O", "H", "C", "C", "H", "H", "H", "H", "H", "C", "H", "H", "H", "C", "H", "C", "O", "H", "H", "H", "O", "C", "C", "C", "H", "H", "H", "C", "H", "N", "H", "C", "C", "H", "C", "N", "C", "C", "H", "C", "C", "O", "Tl", "C", "C"], "positions_angstrom": [[2.260, 1.691, -0.985], [-1.741, -0.069, -2.483], [-0.841, -3.588, 0.281], [1.840, -4.651, 1.044], [0.494, 5.965, 1.123], [0.316, -1.162, -3.432], [1.524, 2.286, -2.989], [0.539, 2.447, -2.065], [-5.084, -1.135, 0.772], [-0.455, 2.837, -2.170], [-0.257, 5.203, 0.970], [5.736, 0.289, 2.779], [-1.719, -1.640, 0.540], [1.630, 1.751, 1.818], [-1.767, -3.043, 0.374], [-3.111, -1.458, -2.714], [2.777, 1.363, 1.422], [-0.986, 5.724, -1.070], [-0.261, -2.016, -1.986], [2.165, -2.401, -0.152], [2.257, -1.265, -0.698], [-1.632, 3.399, 1.226], [-0.545, -0.954, 0.549], [-4.099, -0.995, -2.693], [-0.028, -1.703, 2.798], [3.755, 0.961, 2.378], [4.500, 0.967, -0.277], [-2.210, 1.069, -1.444], [3.441, 0.924, 3.411], [-4.153, -1.676, 0.636], [-0.691, -0.609, 3.595], [-2.962, -1.975, -3.663], [4.812, 0.935, -1.315], [0.532, -5.039, 3.128], [-1.643, 0.037, -5.072], [-2.634, 3.665, -0.753], [-1.780, 0.774, -4.281], [-0.529, -3.105, 4.261], [-2.430, 2.970, 1.823], [-2.955, 0.085, 0.824], [3.190, 1.331, 0.048], [0.677, -0.554, -1.788], [5.419, 0.620, 0.685], [-1.004, -0.852, 4.768], [-3.037, -2.165, -1.890], [6.422, 0.329, 0.402], [-0.214, 4.043, 2.826], [2.858, -3.359, -0.599], [1.338, -2.591, 0.895], [-0.070, -1.036, -2.420], [-1.055, 5.078, -0.205], [-1.002, 1.534, -4.340], [-2.965, -4.802, 0.224], [1.244, -0.564, 1.488], [-2.961, -0.985, 0.658], [-2.750, 1.262, -4.397], [2.611, 1.814, -2.298], [-5.114, -3.597, 0.478], [-0.606, 4.218, 1.842], [5.026, 0.602, 2.022], [1.571, 2.508, -4.038], [0.556, -1.420, 1.436], [0.997, 2.069, -0.845], [-2.966, -3.724, 0.347], [-0.046, -2.955, 3.304], [3.457, 1.453, -2.702], [-4.175, -3.055, 0.471], [0.585, -4.059, 2.669], [-0.935, 0.531, 3.065], [-0.494, 1.308, 0.922], [1.281, -3.854, 1.517], [-1.900, 4.021, -0.052]], "atomic_forces_ev_per_a": [[-0.003, 0.201, -0.242], [-0.159, -1.462, -2.376], [0.038, -0.035, 0.009], [-0.072, -0.055, -0.020], [0.104, -0.059, 0.054], [-0.113, 0.127, -0.107], [-0.326, 0.181, -0.168], [0.068, 0.170, -0.697], [0.011, 0.037, -0.021], [-0.152, -0.032, -0.086], [0.322, 0.126, 0.406], [-0.012, 0.004, 0.071], [-0.562, -0.154, 0.032], [-0.805, -0.029, 0.136], [0.187, 0.084, 0.010], [0.218, 0.261, 0.164], [0.657, 0.012, -0.389], [-0.017, -0.017, -0.085], [-0.043, 0.041, 0.082], [0.357, -0.152, -0.405], [-0.009, -0.052, 0.231], [0.321, -0.957, 0.040], [0.515, 1.817, -0.228], [0.120, 0.054, -0.001], [0.212, -0.426, 0.175], [-0.113, -0.021, 0.078], [-0.151, 0.060, 0.077], [-0.065, 1.258, 1.411], [-0.100, 0.052, 0.090], [-0.177, -0.023, -0.053], [-0.265, -0.038, 0.727], [0.077, 0.020, -0.030], [0.012, -0.029, -0.031], [0.065, -0.016, -0.073], [0.046, -0.074, -0.012], [-0.061, -0.083, -0.131], [-0.011, -0.088, 0.451], [-0.077, 0.121, 0.035], [-0.055, -0.045, 0.069], [-0.097, -0.022, -0.039], [0.236, -0.119, 0.640], [-0.171, -0.033, -0.069], [0.293, -0.082, -0.251], [0.026, -0.177, 0.080], [-0.004, -0.028, 0.008], [0.023, -0.025, -0.025], [0.170, -0.046, 0.158], [0.075, -0.012, -0.144], [-0.360, 0.358, 0.580], [-0.007, 0.118, 0.116], [-0.349, 0.000, -0.369], [0.034, -0.075, 0.031], [0.069, -0.018, 0.017], [-0.136, -0.263, 0.054], [0.150, 0.085, 0.181], [0.034, -0.082, 0.066], [0.068, -0.179, 0.231], [0.019, 0.004, -0.033], [0.105, 0.094, 0.246], [0.037, 0.007, 0.023], [-0.039, -0.033, -0.129], [0.132, -0.001, -0.205], [0.057, -0.174, 0.467], [-0.192, -0.099, -0.058], [-0.179, 0.704, 0.218], [-0.048, 0.078, 0.097], [-0.211, -0.077, 0.050], [0.395, -0.406, -0.534], [0.127, 0.599, -0.666], [-0.249, -0.265, 0.297], [0.148, -0.541, 0.192], [-0.138, -0.068, -0.422]]}

***

{"formula": "C30H30AuBClFN4OP", "method": "ωB97M-V/def2-TZVPD", "e_homo_ev": [-10.717, -10.717], "lumo_ev": [-4.5, -4.5], "de_lowest_kcal_mol": 63.4, "total_charge": 1, "species": ["C", "H", "C", "H", "O", "H", "C", "H", "C", "C", "H", "H", "C", "C", "H", "H", "H", "H", "C", "H", "Cl", "C", "P", "C", "C", "C", "H", "N", "N", "F", "C", "H", "C", "C", "H", "C", "C", "H", "H", "Au", "H", "C", "C", "H", "H", "N", "C", "H", "C", "B", "C", "C", "C", "H", "H", "H", "H", "H", "H", "C", "H", "C", "C", "N", "C", "H", "H", "C", "H", "C"], "positions_angstrom": [[5.280, -0.181, 1.466], [-1.970, -1.086, 5.723], [-3.721, -1.277, 0.067], [1.392, 0.477, -5.512], [2.056, 2.309, -0.867], [-2.204, 0.905, 4.266], [-2.534, -1.273, -0.662], [1.928, 5.138, -0.801], [-1.416, -2.388, 4.112], [1.481, -4.608, -0.056], [2.517, -4.832, 0.148], [-0.889, -3.455, 2.338], [-0.557, 6.317, -1.686], [0.615, -5.623, -0.436], [-3.807, -1.227, -3.793], [1.003, 0.979, 2.351], [2.733, 2.627, 2.217], [-1.319, -3.258, 4.742], [2.980, 0.548, 1.727], [0.972, -6.639, -0.510], [-1.801, 1.180, 1.441], [3.934, -0.444, 1.407], [-0.927, -1.353, 0.158], [-1.915, -0.050, 3.857], [-3.781, -1.228, -2.713], [1.264, 4.559, -1.445], [-5.915, -1.207, -2.497], [-2.167, 4.004, -0.735], [-0.139, 2.853, -0.680], [7.014, 1.325, 1.986], [-4.964, -1.220, -1.986], [5.165, 3.081, 2.406], [-1.183, -4.035, -0.604], [-1.781, -1.169, 4.664], [3.597, -1.431, 1.125], [-4.930, -1.243, -0.600], [-0.708, -5.328, -0.726], [0.500, -1.245, -5.252], [-2.215, -3.809, -0.827], [0.715, 0.404, -0.265], [0.284, 7.002, -1.603], [-2.562, -1.237, -2.057], [5.703, 1.085, 1.860], [1.333, -0.767, 2.055], [1.687, -2.502, 0.328], [0.518, 0.122, -2.333], [0.908, -0.186, -3.378], [2.449, -0.822, -4.674], [-1.171, -2.500, 2.753], [1.307, -0.489, -4.816], [4.797, 2.108, 2.121], [1.145, 3.117, -0.969], [-0.849, 3.958, -0.913], [-1.377, -6.112, -1.043], [-2.691, 4.854, -0.848], [-5.848, -1.239, -0.033], [-1.334, 6.649, -0.996], [6.014, -0.935, 1.227], [1.637, 4.599, -2.472], [-1.671, -0.170, 2.504], [-2.628, 3.188, -0.373], [1.019, -3.310, 0.059], [3.453, 1.844, 2.028], [-0.108, 4.995, -1.333], [-0.323, -3.024, -0.185], [-0.944, 6.357, -2.709], [-1.633, -1.219, -2.611], [1.580, 0.255, 1.789], [-3.697, -1.329, 1.146], [-1.300, -1.386, 1.928]], "atomic_forces_ev_per_a": [[0.443, 0.259, 0.091], [-0.004, 0.001, 0.083], [0.193, -0.047, 0.065], [-0.346, 0.573, 0.173], [0.200, -1.118, 0.521], [-0.034, 0.092, 0.064], [0.279, 0.498, -0.273], [0.026, -0.019, -0.022], [-0.002, -0.005, 0.094], [0.135, 0.003, 0.066], [0.086, -0.002, -0.006], [0.054, -0.059, -0.087], [-0.217, 0.163, -0.185], [-0.052, 0.102, 0.021], [0.018, 0.032, -0.049], [-0.184, 0.033, 0.092], [-0.053, 0.094, 0.090], [0.004, -0.063, 0.049], [1.319, 0.331, -0.419], [0.032, -0.050, -0.055], [-0.367, 0.690, 0.403], [-0.583, 0.374, 0.150], [0.703, -0.391, 0.342], [-0.023, 0.118, -0.019], [-0.077, 0.003, -0.083], [0.382, -0.227, -0.017], [-0.055, 0.015, -0.065], [0.056, 0.143, 0.018], [-0.312, -0.346, 0.222], [-0.296, -0.030, -0.080], [0.104, -0.036, 0.001], [0.052, 0.088, -0.011], [-0.082, 0.211, 0.074], [-0.016, -0.024, -0.118], [-0.026, -0.099, 0.010], [-0.106, -0.022, 0.013], [0.017, -0.146, 0.009], [-0.063, -0.608, -0.144], [-0.069, -0.051, -0.005], [0.724, -1.191, 0.615], [-0.070, 0.023, 0.019], [0.111, -0.002, 0.123], [-0.258, -0.062, -0.070], [0.003, 0.006, 0.109], [0.108, -0.025, 0.027], [-0.086, -0.034, 0.265], [-0.736, 0.956, 0.083], [0.263, -0.735, -0.173], [-0.002, 0.028, -0.132], [0.711, -0.004, -0.442], [0.474, -0.083, -0.009], [-0.621, 0.974, -0.305], [0.376, 0.340, -0.152], [-0.089, -0.092, -0.046], [-0.003, -0.053, -0.044], [-0.082, -0.028, 0.026], [0.036, 0.071, 0.005], [0.075, -0.056, 0.017], [-0.024, -0.018, 0.046], [0.019, -0.473, 0.085], [-0.030, 0.010, -0.054], [-0.143, 0.069, -0.024], [-0.336, -0.598, -0.073], [-0.280, -0.120, 0.104], [0.309, 0.304, -0.153], [0.047, 0.011, 0.078], [-0.035, -0.005, -0.087], [-1.637, -0.133, -0.932], [-0.059, 0.048, 0.045], [0.099, 0.393, 0.033]]}

***

{"formula": "C30H30BeIN6O3", "method": "ωB97M-V/def2-TZVPD", "e_homo_ev": -10.644, "lumo_ev": -3.2, "de_lowest_kcal_mol": 0.0, "total_charge": 1, "species": ["C", "C", "C", "H", "H", "H", "H", "H", "Be", "H", "N", "C", "H", "H", "N", "O", "C", "C", "C", "H", "C", "C", "H", "H", "C", "C", "H", "H", "N", "H", "H", "N", "H", "C", "C", "C", "H", "C", "C", "C", "C", "H", "H", "H", "C", "H", "O", "O", "H", "C", "I", "C", "C", "C", "H", "C", "H", "H", "C", "H", "C", "C", "N", "H", "C", "C", "H", "C", "H", "H", "N"], "positions_angstrom": [[-0.147, -1.082, 2.150], [-5.718, 4.412, 0.537], [-4.039, 2.693, 0.599], [3.106, -3.350, -3.203], [-3.769, 1.672, 0.825], [-6.080, 2.395, 1.169], [-3.436, -2.047, 2.810], [5.353, -2.810, -1.869], [0.953, 0.419, -0.127], [3.172, 0.967, 3.668], [-0.167, -0.914, -0.302], [-0.499, -1.487, 0.820], [2.732, -1.664, -2.945], [-2.518, -4.211, -2.528], [-0.005, 1.876, -0.313], [2.493, 0.022, -0.701], [4.857, -0.184, -0.775], [3.486, -0.674, -0.464], [-4.775, 5.317, 0.067], [1.655, -2.748, -1.110], [2.177, 1.288, 3.985], [-1.291, 1.916, -0.062], [4.913, 0.900, -0.718], [5.186, -2.347, -3.536], [-0.316, -1.068, -2.815], [-0.266, -1.420, 4.508], [-0.738, 5.067, -0.443], [1.425, 3.432, -0.727], [3.377, -1.985, -0.125], [2.203, 1.518, 5.047], [-0.660, -1.917, 5.386], [0.653, -0.442, 4.740], [4.279, -2.359, 0.136], [-1.884, -3.341, -2.627], [-0.692, -1.779, 3.265], [-0.665, 3.998, -0.377], [2.982, -3.871, -0.862], [-1.694, -2.892, 3.110], [-7.084, 4.831, 0.756], [-3.468, 4.913, -0.141], [-5.345, 3.098, 0.801], [6.167, -0.479, -2.447], [-2.753, 5.627, -0.523], [-2.036, -3.201, 4.099], [-0.725, -1.751, -3.960], [4.532, -0.043, -2.903], [1.351, 0.586, 1.418], [-2.802, -2.535, 2.276], [-0.442, -1.364, -4.929], [1.168, 0.212, 3.736], [0.715, 0.691, -3.272], [5.117, -0.672, -2.227], [-0.648, -1.540, -1.536], [-1.471, -2.675, -1.489], [-1.908, 1.056, 0.126], [-1.493, -2.893, -3.877], [-5.064, 6.337, -0.142], [-1.829, -3.070, -0.552], [-3.104, 3.603, 0.126], [-1.240, -3.770, 2.647], [0.793, -0.077, 2.378], [4.793, -2.146, -2.539], [-1.748, 3.187, -0.087], [-1.798, -3.411, -4.776], [2.736, -2.849, -1.149], [3.293, -2.508, -2.535], [5.583, -0.621, -0.087], [0.402, 3.179, -0.510], [1.945, 2.187, 3.413], [-1.116, -2.368, 0.783], [-8.170, 5.163, 0.926]], "atomic_forces_ev_per_a": [[-0.135, -0.285, -0.316], [-0.276, 0.074, 0.057], [-0.082, 0.004, 0.049], [0.017, -0.018, 0.017], [0.005, 0.015, 0.013], [0.003, 0.008, 0.001], [-0.003, 0.014, -0.025], [-0.022, -0.001, -0.009], [0.125, -0.272, 0.773], [-0.019, -0.024, -0.012], [-0.043, -0.234, -0.529], [0.032, 0.129, 0.219], [-0.006, -0.001, -0.041], [0.016, 0.009, 0.010], [0.351, 0.161, -0.293], [-0.173, 0.428, -0.454], [0.019, -0.067, 0.016], [-0.217, 0.089, 0.188], [0.052, 0.067, -0.027], [-0.008, 0.035, 0.005], [0.019, -0.004, 0.082], [-0.096, 0.134, -0.045], [-0.004, 0.007, 0.013], [-0.002, 0.012, -0.011], [0.000, -0.035, 0.092], [0.118, 0.213, 0.096], [0.006, -0.006, 0.007], [-0.006, -0.029, 0.011], [0.077, 0.006, -0.012], [0.012, -0.012, -0.011], [0.026, 0.026, 0.036], [-0.163, -0.141, -0.013], [-0.028, -0.041, -0.037], [-0.025, -0.006, 0.051], [-0.001, -0.069, 0.021], [-0.142, -0.026, 0.070], [-0.022, -0.016, -0.028], [-0.066, 0.042, -0.045], [0.255, -0.067, -0.061], [-0.100, 0.052, -0.031], [0.003, -0.075, 0.012], [0.009, -0.018, -0.016], [-0.004, -0.008, -0.005], [0.003, -0.028, 0.005], [-0.044, -0.036, 0.050], [-0.005, -0.002, 0.012], [-0.100, -0.247, -0.033], [0.013, -0.042, 0.094], [0.003, -0.004, 0.001], [-0.012, 0.009, -0.040], [0.061, 0.069, -0.115], [-0.001, 0.015, -0.027], [0.068, 0.106, 0.288], [0.017, -0.011, -0.075], [0.015, -0.005, -0.022], [0.005, 0.000, -0.058], [-0.003, -0.008, 0.005], [-0.027, -0.028, -0.023], [0.304, -0.087, -0.033], [0.022, 0.012, -0.059], [0.251, 0.297, -0.022], [-0.008, 0.020, 0.046], [-0.135, 0.033, -0.015], [-0.002, 0.011, 0.004], [0.059, -0.028, 0.123], [0.007, 0.037, -0.010], [0.003, -0.017, -0.037], [0.051, -0.127, 0.034], [-0.041, -0.005, 0.004], [-0.012, -0.001, 0.072], [0.004, -0.005, 0.007]]}